(1)
DFT (ωB97M-V with the def2-TZVPD basis set) results for a structure of composition C30H25FIrN3O8S3 in a non-equilibrium geometry.

The geometry in XYZ format:
```
71
Properties=species:S:1:pos:R:3:lowdin_charge:R:1
Ir 0.26480 0.13142 0.57927 1.3110
C -0.17568 -3.36887 -1.98366 -0.0785
C 0.43988 -2.23967 -1.20963 -0.2741
N -0.37288 -1.49035 -0.47307 -0.1562
N -1.62611 -1.89315 -0.41239 -0.0988
C -2.43727 -1.21822 0.46353 -1.0748
S -1.99649 -0.13986 1.59310 0.8231
S -4.06967 -1.84304 0.74927 0.8262
C -4.62170 -2.28947 -0.93007 -0.4570
C -5.08214 -1.12925 -1.76117 -0.2882
C -6.42528 -0.74862 -1.75443 -0.0641
C -6.87369 0.33513 -2.49990 -0.1136
C -5.97632 1.06286 -3.27187 -0.1189
C -4.63500 0.70134 -3.27469 -0.0845
C -4.18524 -0.38206 -2.52121 -0.0277
C 1.89341 -2.08188 -1.22372 -0.1223
C 2.70127 -3.20350 -1.51072 -0.0710
C 4.08289 -3.14793 -1.55898 -0.1446
C 4.71889 -1.92628 -1.32334 -0.1402
C 3.95445 -0.81177 -1.02948 -0.0363
C 2.54591 -0.85547 -0.96519 -0.3484
O 1.87448 0.26317 -0.72251 -0.2082
H -1.12226 -3.03972 -2.41558 0.0524
H -0.41662 -4.23490 -1.34644 0.0815
H 0.49531 -3.68642 -2.78367 0.0590
H -5.44457 -2.98312 -0.75177 0.0579
H -3.77553 -2.81333 -1.37647 0.0612
H -7.12696 -1.31159 -1.14424 0.1045
H -7.92280 0.61179 -2.47721 0.0875
H -6.31654 1.90944 -3.86065 0.0882
H -3.93425 1.27117 -3.86750 0.0736
H -3.13006 -0.65160 -2.50253 0.1082
H 2.22021 -4.16350 -1.66088 0.0907
H 4.65851 -4.04516 -1.76242 0.0760
H 5.80190 -1.85272 -1.36009 0.0782
H 4.41232 0.15120 -0.81775 0.1048
C 1.49913 7.31525 -0.53193 -0.0495
C 1.25012 6.60241 -1.85573 -0.3116
C 0.18422 7.33512 -2.65365 -0.1586
C -0.06484 6.63554 -3.98174 -0.1361
C -0.44578 5.20031 -3.73055 -0.1501
C -1.24572 4.52412 -4.60111 0.0307
C -1.59772 3.20649 -4.33151 -0.2634
F -2.36930 2.56789 -5.23038 0.0490
C -1.19224 2.56071 -3.20389 0.0790
C -0.39017 3.23562 -2.29766 -0.0220
C 0.04746 2.52861 -1.06258 -0.2748
O -0.44096 1.43292 -0.85432 -0.0781
C 1.01679 3.22325 -0.27107 -0.0100
C 1.35122 4.48297 -0.62506 0.0173
N 0.83232 5.19385 -1.65177 0.0200
C -0.00115 4.54915 -2.55844 -0.0749
C 1.69249 2.71494 1.00517 -0.6019
O 2.66117 3.36309 1.40821 0.0108
O 1.12653 1.74140 1.57648 -0.1309
H 1.59047 8.38556 -0.72126 0.0769
H 2.41197 6.98574 -0.03751 0.0783
H 0.66306 7.14787 0.15237 0.1002
H 2.17515 6.61486 -2.43803 0.1512
H 0.50781 8.36423 -2.80421 0.1136
H -0.74295 7.34976 -2.06901 0.1352
H 0.83887 6.69106 -4.59490 0.1219
H -0.86095 7.12955 -4.53817 0.1131
H -1.60216 5.00732 -5.50413 0.1256
H -1.46395 1.53210 -2.98803 0.1382
H 2.11217 4.95978 -0.02134 0.1252
O 0.43077 -1.99367 4.33984 -0.3299
S 0.14956 -0.94714 3.38741 0.3394
O -1.36039 -1.16589 2.95264 -0.6126
O 0.87663 -1.19861 2.07253 -0.4610
O 0.24430 0.41048 3.85822 -0.3367
```

Computed properties:
Energy above the lowest of the compared OMol25 structures with the same formula, charge and spin in kJ/mol: 274.1
F_max in hartree/bohr: 0.041
Total charge: -2

(2)
DFT (ωB97M-V with the def2-TZVPD basis set) results for a structure of composition C30H25N3OPdS7Sb in a non-equilibrium geometry.

The geometry in XYZ format:
```
68
Properties=species:S:1:pos:R:3:lowdin_charge:R:1
Pd 0.13660 -0.30870 0.07560 0.6545
N -1.55120 -3.26730 2.79450 0.0644
C -1.24420 -2.08600 2.19760 -0.8970
S -2.06870 -1.74190 0.71140 0.6720
N -0.42100 -1.28220 2.79800 -0.0258
N -0.07430 -0.15780 2.12900 -0.1501
C 0.05690 0.93300 2.81260 -0.0880
C 0.16680 2.24950 2.28420 -0.1956
C 0.44660 3.29220 3.18130 -0.0845
C 0.44780 4.60470 2.78840 -0.1233
C 0.14010 4.92910 1.46060 -0.1002
C -0.16270 3.94970 0.56110 -0.0202
C -0.17760 2.56760 0.91620 -0.4250
O -0.55940 1.72430 0.05040 -0.2023
H -2.38290 -3.73470 2.47620 0.0674
H -1.25770 -3.40810 3.74690 0.0909
H -0.00740 0.84460 3.90000 0.1313
H 0.66650 3.03630 4.21000 0.1058
H 0.67460 5.38220 3.50240 0.0865
H 0.12880 5.96690 1.15260 0.0964
H -0.41130 4.18050 -0.46380 0.1107
S 0.11940 -0.39890 -2.24080 0.1154
Sb 2.48090 -0.73950 -2.44240 1.1063
C 0.99470 -2.11840 0.19580 -0.4004
C 1.99180 -2.30300 1.14970 -0.1630
C 2.62630 -3.53010 1.27880 -0.1194
C 2.29690 -4.57700 0.43830 -0.1070
C 1.30480 -4.40580 -0.51150 -0.0928
C 0.64940 -3.19080 -0.62490 -0.1985
C 2.42550 -1.67050 -4.40930 -0.4269
C 1.36460 -2.40870 -4.90350 -0.1462
C 1.47430 -3.07600 -6.11280 -0.1054
C 2.65010 -3.00870 -6.84110 -0.1157
C 3.72040 -2.27840 -6.34990 -0.1067
C 3.60260 -1.62180 -5.13920 -0.1560
C 2.80850 1.18850 -3.41580 -0.4108
C 1.94040 1.58010 -4.42520 -0.1476
C 2.16080 2.76980 -5.09820 -0.0968
C 3.23500 3.57480 -4.75730 -0.1107
C 4.08420 3.19410 -3.73360 -0.1019
C 3.87440 1.99930 -3.06400 -0.1561
H 2.29460 -1.48710 1.80410 0.0851
H 3.39760 -3.64650 2.02780 0.1041
H 2.81370 -5.52210 0.52090 0.0928
H 1.04430 -5.21120 -1.18260 0.0979
H -0.14460 -3.07290 -1.35640 0.0585
H 0.44400 -2.45820 -4.33610 0.0669
H 0.64470 -3.66310 -6.48540 0.0943
H 2.74330 -3.52820 -7.78640 0.0914
H 4.65120 -2.23220 -6.90320 0.0949
H 4.43600 -1.05750 -4.74210 0.0898
H 1.09710 0.94710 -4.68440 0.0790
H 1.48960 3.07480 -5.88840 0.0950
H 3.41210 4.49970 -5.28980 0.0922
H 4.90620 3.83500 -3.44720 0.0947
H 4.54490 1.70160 -2.27020 0.0429
C 5.29650 -2.03160 -0.25020 -0.3723
S 5.66610 -0.29320 -0.66280 0.7690
C 5.20030 0.45600 0.85550 -0.9795
C 3.96240 0.92730 1.16800 -1.0664
S 2.59920 1.00440 0.15260 0.6628
S 3.83150 1.60190 2.80470 0.9076
C 5.48470 1.35640 3.29820 -1.5109
S 6.05260 1.78170 4.77270 0.5136
S 6.46620 0.62660 2.06730 0.9016
H 5.35660 -2.59100 -1.17820 0.0350
H 4.28700 -2.07980 0.14950 -0.0047
H 6.01940 -2.40000 0.47200 0.0370
```

Computed properties:
Energy above the lowest of the compared OMol25 structures with the same formula, charge and spin in kJ/mol: 70.0
F_max in hartree/bohr: 0.035
Total charge: -1

(3)
DFT (ωB97M-V with the def2-TZVPD basis set) results for a cluster of 5 separate species, C30H25N5O10 in total in a non-equilibrium geometry.

The geometry in XYZ format:
```
70
Properties=species:S:1:pos:R:3:lowdin_charge:R:1
O -0.34898 -0.03294 2.69838 0.0739
N -0.07457 -0.94650 3.35390 -0.4369
O -0.54229 -2.04791 3.21087 0.0746
C 1.10218 -0.80950 4.27708 -0.0442
C 1.75426 0.58754 4.25161 0.0330
C 2.90188 0.81370 5.26394 -0.0293
C 3.18972 -0.17396 6.34025 -0.1090
C 2.61337 -1.41762 6.32816 -0.1016
C 1.60642 -1.95831 5.28559 0.1049
H 1.45308 1.53189 3.57191 0.1439
H 3.22713 1.80263 5.31413 0.0541
H 4.15825 -0.05836 6.97837 0.1340
H 2.74813 -2.16144 7.06391 0.0698
H 1.11254 -2.86133 5.38730 0.0513
O -1.53402 3.09980 4.08154 0.0348
N -1.90043 3.73945 3.05795 -0.3782
O -1.02656 4.32240 2.44091 0.0557
C -3.19911 3.69311 2.44902 -0.1022
C -3.66467 4.73702 1.34848 0.0440
C -4.89789 4.48239 0.47486 -0.0761
C -5.91051 3.61837 1.15197 -0.1368
C -5.74524 2.97737 2.39189 -0.0609
C -4.31983 2.91386 3.15689 0.1332
H -3.13782 5.69671 0.95331 0.1226
H -5.19731 4.77755 -0.57881 0.1082
H -6.98208 3.17455 0.77702 0.1471
H -6.37588 2.14349 2.68070 0.0775
H -4.17489 2.48693 4.02025 0.0223
O 0.80958 -5.96686 -6.02515 0.0189
N -0.45731 -5.65117 -6.06278 -0.3225
O -1.33569 -6.45894 -5.72019 0.0415
C -0.99232 -4.31322 -6.39597 -0.0871
C -2.33555 -3.75893 -5.81214 0.0463
C -2.72907 -2.28708 -6.26375 -0.0111
C -1.81667 -1.38082 -7.10402 -0.1011
C -0.67377 -1.87645 -7.60996 -0.0594
C -0.21151 -3.38616 -7.42135 0.1167
H -2.58971 -4.46994 -4.92709 0.1196
H -3.49134 -1.79774 -5.57890 0.0837
H -2.03463 -0.44746 -7.24981 0.0317
H -0.03958 -1.31974 -8.24673 0.0769
H 0.65082 -3.73213 -7.86964 0.0467
O 6.07313 2.79801 2.46515 0.0181
N 6.45157 1.58527 2.55701 -0.3475
O 7.57318 1.26505 2.88298 0.0740
C 5.58807 0.57085 1.87994 -0.0758
C 4.19766 0.94481 1.44690 0.0343
C 3.46738 -0.11739 0.69221 -0.0312
C 3.91746 -1.49537 0.57085 -0.0976
C 5.12360 -1.90736 1.12593 -0.0665
C 6.05812 -0.89679 1.79267 0.0629
H 3.82064 1.95195 1.50245 0.0897
H 2.61925 0.06994 0.07482 0.0647
H 3.40693 -2.28929 0.12479 0.0730
H 5.70118 -2.94635 0.90089 0.1471
H 7.01200 -1.16589 2.00596 0.0428
O 0.03210 -2.27723 -3.35017 0.0099
N 0.12488 -1.59834 -2.23124 -0.3113
O 1.09795 -1.68112 -1.48566 0.0533
C -0.76395 -0.42794 -2.00872 -0.0484
C -1.78251 0.01771 -3.10932 0.0230
C -2.79417 1.09497 -2.80103 -0.0146
C -2.75537 1.81903 -1.37218 -0.0900
C -1.82740 1.45609 -0.44286 -0.0806
C -0.78513 0.29326 -0.63682 0.1113
H -1.96923 -0.30849 -4.12959 0.0570
H -3.50945 1.46192 -3.53229 0.0672
H -3.58350 2.64489 -1.10111 0.1110
H -1.89216 1.87236 0.70891 0.1349
H -0.19035 -0.01881 0.02564 -0.0209
```

Computed properties:
Energy above the lowest of the compared OMol25 structures with the same formula, charge and spin in kJ/mol: 1944.2
F_max in hartree/bohr: 0.253
Total charge: 0